[1]
Here is a molecular structure, C3H2FLuO2 from the OMol25 dataset. Energies are from wB97M-V/def2-TZVPD.

Its gap between HOMO and LUMO is 7.165 eV. The value obtained for the HOMO energy is -7.66 eV. The value obtained for the relative energy (zero: lowest compared OMol25 entry of this formula, charge and spin) is 0.0 kJ/mol. The calculation puts the electronic energy at -1601.1739 Eh.

Each line ends with the natural charge from an NBO analysis.
Element x y z (Å)
C: -0.517 -0.969 0.958  0.158
C: 0.954 0.623 -0.967  0.239
O: 0.700 -1.109 0.826  -0.637
O: -1.062 0.020 0.100  -0.589
C: -0.227 0.991 -0.423  -0.037
H: 1.869 1.214 -0.912  0.170
F: 0.991 -0.332 -1.936  -0.342
H: -0.272 1.957 0.085  0.174
Lu: -2.436 -2.394 2.270  0.864

=====

[2]
Here is a molecular structure, C56H52Cl2CsN2O4P2SSeTe from the OMol25 dataset. Energies are from wB97M-V/def2-TZVPD.

Its gap between HOMO and LUMO is 5.780 eV. The value obtained for the HOMO energy is -3.95 eV. The value obtained for the relative energy (zero: lowest compared OMol25 entry of this formula, charge and spin) is 189.1 kJ/mol. The calculation puts the electronic energy at -7266.4066 Eh. Its net charge is -1.

Each line ends with the Löwdin charge.
Element x y z (Å)
Cs: 0.555 0.483 -0.195  1.241
Cl: -1.638 -4.120 0.278  0.554
C: -0.243 -3.887 1.339  -0.916
Cl: 0.730 -2.406 1.089  0.482
H: 0.426 -4.721 1.182  0.026
H: -0.611 -3.859 2.358  0.012
C: -1.352 3.527 8.214  -0.027
C: -2.164 2.567 7.327  -0.429
C: -3.480 2.204 8.039  -0.017
C: -1.362 1.296 7.086  -0.095
C: -0.824 0.596 8.168  -0.036
C: -0.097 -0.563 7.992  -0.079
C: 0.092 -1.054 6.703  -0.101
C: -0.426 -0.403 5.593  -0.284
P: -0.062 -1.191 3.954  1.114
C: -1.699 -1.029 3.112  -0.380
C: -1.919 -0.807 1.751  -0.205
C: -3.175 -1.010 1.187  -0.097
C: -4.244 -1.402 1.970  -0.087
C: -4.051 -1.596 3.335  -0.084
C: -2.790 -1.431 3.892  -0.114
C: 1.242 -0.003 3.362  -0.382
C: 1.142 1.392 3.366  -0.105
C: 2.268 2.185 3.182  -0.084
C: 3.513 1.602 2.966  -0.097
C: 3.623 0.221 2.920  -0.083
C: 2.496 -0.572 3.127  -0.139
C: -1.155 0.778 5.818  -0.178
O: -1.657 1.400 4.703  -0.011
C: -2.207 2.658 4.776  -0.175
C: -2.477 3.286 3.551  -0.247
C: -3.074 4.539 3.597  -0.073
C: -3.390 5.147 4.802  -0.068
C: -3.089 4.502 5.988  -0.034
C: -2.483 3.250 6.004  -0.096
P: -2.026 2.451 1.947  1.152
C: -1.440 3.925 1.014  -0.366
C: -0.062 4.142 0.997  -0.105
C: 0.468 5.276 0.388  -0.096
C: -0.364 6.197 -0.226  -0.116
C: -1.734 5.972 -0.248  -0.091
C: -2.265 4.845 0.364  -0.106
C: -3.674 2.209 1.182  -0.375
C: -3.712 1.968 -0.195  -0.102
C: -4.908 1.656 -0.825  -0.071
C: -6.083 1.568 -0.085  -0.094
C: -6.051 1.794 1.284  -0.093
C: -4.851 2.110 1.914  -0.089
H: -1.142 3.082 9.187  0.075
H: -1.899 4.455 8.391  0.075
H: -0.402 3.776 7.737  0.101
H: -3.279 1.717 8.997  0.082
H: -4.071 1.520 7.425  0.097
H: -4.078 3.100 8.226  0.082
H: -0.983 0.972 9.172  0.107
H: 0.313 -1.087 8.846  0.099
H: 0.653 -1.969 6.546  0.094
H: -1.123 -0.485 1.096  -0.087
H: -3.288 -0.870 0.117  0.111
H: -5.219 -1.557 1.525  0.103
H: -4.880 -1.892 3.967  0.096
H: -2.654 -1.624 4.951  0.101
H: 0.187 1.862 3.537  0.067
H: 2.173 3.265 3.212  0.107
H: 4.387 2.225 2.815  0.110
H: 4.580 -0.249 2.724  0.111
H: 2.598 -1.651 3.121  0.081
H: -3.294 5.052 2.669  0.099
H: -3.863 6.121 4.816  0.102
H: -3.336 4.982 6.927  0.108
H: 0.612 3.416 1.441  0.064
H: 1.543 5.420 0.376  0.104
H: 0.054 7.066 -0.720  0.103
H: -2.391 6.670 -0.754  0.103
H: -3.333 4.671 0.319  0.104
H: -2.798 2.009 -0.784  0.116
H: -4.916 1.470 -1.893  0.109
H: -7.017 1.314 -0.574  0.096
H: -6.961 1.721 1.868  0.098
H: -4.836 2.268 2.987  0.103
O: 2.841 1.811 -0.088  -0.339
H: 3.142 1.137 0.543  -0.033
H: 3.002 1.330 -0.925  -0.085
O: -0.928 -0.851 -1.508  -0.829
O: 0.183 -0.408 -2.399  -0.980
Se: 2.993 -1.277 -1.391  -0.064
C: 2.981 4.195 -2.454  -0.038
N: 2.397 3.069 -3.168  -0.121
C: 3.101 1.957 -3.639  -0.070
C: 2.194 1.109 -4.145  -0.099
N: 0.955 1.723 -4.020  0.070
C: 1.065 2.916 -3.393  -0.818
S: -0.184 3.985 -2.980  0.561
H: 3.883 4.521 -2.972  0.088
H: 3.221 3.912 -1.429  0.073
H: 2.247 4.996 -2.448  0.046
H: 4.166 1.856 -3.525  0.124
H: 2.327 0.133 -4.573  0.096
H: 0.067 1.245 -4.080  0.134
Te: 0.735 -2.346 -2.233  1.361
C: 2.041 -3.578 -3.533  -0.441
C: 1.696 -4.931 -3.649  -0.142
C: 2.453 -5.807 -4.426  -0.109
C: 3.562 -5.336 -5.120  -0.118
C: 3.907 -3.993 -5.020  -0.101
C: 3.159 -3.130 -4.225  -0.178
C: -0.538 -2.439 -4.038  -0.348
C: -1.643 -3.277 -4.050  -0.127
C: -2.406 -3.451 -5.206  -0.104
C: -2.071 -2.781 -6.370  -0.115
C: -0.969 -1.928 -6.375  -0.097
C: -0.212 -1.763 -5.222  -0.115
H: 0.817 -5.314 -3.137  0.089
H: 2.175 -6.852 -4.493  0.090
H: 4.153 -6.008 -5.731  0.088
H: 4.774 -3.617 -5.552  0.093
H: 3.467 -2.096 -4.109  0.039
H: -1.928 -3.804 -3.142  0.088
H: -3.264 -4.112 -5.190  0.092
H: -2.655 -2.926 -7.270  0.089
H: -0.697 -1.400 -7.282  0.094
H: 0.653 -1.113 -5.247  0.078

=====

[3]
Here is a single C4H9NO2 molecule from the OMol25 dataset. Energies are from wB97M-V/def2-TZVPD.

Its gap between HOMO and LUMO is 7.261 eV. The value obtained for the HOMO energy is -6.47 eV. The value obtained for the relative energy (zero: lowest compared OMol25 entry of this formula, charge and spin) is 332.0 kJ/mol. The calculation puts the electronic energy at -362.9591 Eh.

Each line ends with the natural charge from an NBO analysis.
Element x y z (Å)
C: -1.257 1.441 -0.258  -0.633
C: -0.305 0.307 -0.022  -0.267
C: -0.765 -1.099 -0.030  -0.133
O: -0.432 -1.839 1.194  -0.759
N: 0.956 0.520 -0.628  -0.467
C: 2.064 -0.017 -0.203  0.413
O: 2.107 -0.771 0.869  -0.657
H: -0.890 2.383 0.173  0.204
H: -2.209 1.233 0.242  0.221
H: -1.493 1.645 -1.324  0.166
H: 1.181 -0.920 1.204  0.524
H: -1.854 -1.146 -0.175  0.181
H: -0.300 -1.717 -0.813  0.171
H: -0.851 -1.330 1.903  0.467
H: 1.041 1.156 -1.422  0.390
H: 3.006 0.155 -0.709  0.180

=====

[4]
Here is a molecular structure, C14H36Cl2OP3Pd from the OMol25 dataset. Energies are from wB97M-V/def2-TZVPD.

Its gap between HOMO and LUMO (spin up / spin down) is 6.193 / 5.034 eV. The value obtained for the HOMO energy (spin up / spin down) is -18.32 / -20.00 eV. Its spin multiplicity is 5. The calculation puts the electronic energy at -2701.3974 Eh. Its net charge is +3.

Each line ends with the Mulliken spin population.
Element x y z (Å)
C: 2.865 0.268 -0.587  0.159
C: 1.975 -0.115 0.524  -0.025
H: 3.666 -0.484 -0.696  0.004
H: 3.302 1.253 -0.344  -0.003
H: 2.303 0.386 -1.519  -0.035
O: 2.357 -0.556 1.593  0.389
Cl: 0.388 1.723 -1.239  0.654
Pd: -0.369 -0.492 0.421  0.951
P: 0.164 1.639 1.559  0.195
C: 0.246 1.272 3.363  0.077
C: 1.635 2.739 1.457  0.010
H: 1.521 3.548 2.190  0.007
H: -1.099 3.613 2.209  0.007
H: 1.696 3.155 0.446  -0.003
H: -1.309 3.190 0.470  -0.003
H: 0.988 0.481 3.530  -0.003
H: 2.547 2.172 1.682  0.001
C: -1.252 2.797 1.489  0.030
H: 0.563 2.178 3.896  0.013
H: -2.173 2.245 1.711  -0.003
H: -0.731 0.952 3.740  0.001
P: -0.335 -1.389 -1.768  0.286
C: -0.614 -3.200 -1.767  0.065
C: -1.745 -0.740 -2.728  0.023
H: 1.175 -0.244 -3.291  -0.002
H: 0.827 -1.921 -3.825  0.012
H: 1.979 -1.634 -2.490  0.001
C: 1.052 -1.281 -2.959  0.022
H: -1.616 0.345 -2.807  0.001
H: -1.764 -1.198 -3.725  0.009
H: -0.368 -3.609 -2.757  0.013
H: -1.662 -3.414 -1.528  0.003
H: -2.667 -0.950 -2.177  0.000
H: 0.036 -3.668 -1.017  -0.002
Cl: -2.766 -0.247 0.515  0.704
C: -2.863 -0.938 3.748  0.013
C: -1.540 -1.688 3.636  0.005
P: -0.926 -2.116 1.959  0.158
C: 0.612 -3.038 2.334  0.136
C: 0.463 -4.234 3.268  0.037
C: -2.054 -3.408 1.273  0.008
C: -2.901 -4.154 2.278  0.021
H: -2.757 0.120 3.494  0.002
H: -3.209 -0.998 4.787  0.007
H: -3.645 -1.358 3.108  0.002
H: -0.733 -1.119 4.112  0.007
H: -1.604 -2.647 4.171  0.019
H: 1.033 -3.355 1.365  0.007
H: 1.311 -2.302 2.750  0.002
H: -0.170 -5.022 2.840  -0.001
H: 1.458 -4.668 3.431  0.005
H: 0.071 -3.949 4.250  -0.001
H: -2.691 -2.870 0.554  0.010
H: -1.414 -4.094 0.704  0.004
H: -3.571 -3.488 2.831  -0.002
H: -3.528 -4.864 1.732  0.005
H: -2.305 -4.727 2.991  -0.001

=====

[5]
Here is a molecular structure, C19H23Cl2GeINO2PdS2 from the OMol25 dataset. Energies are from wB97M-V/def2-TZVPD.

Its gap between HOMO and LUMO is 7.517 eV. The value obtained for the HOMO energy is -10.60 eV. The value obtained for the relative energy (zero: lowest compared OMol25 entry of this formula, charge and spin) is 0.0 kJ/mol. The calculation puts the electronic energy at -5162.1205 Eh. Its net charge is +1.

Each line ends with the natural charge from an NBO analysis.
Element x y z (Å)
Pd: 0.096 -1.285 0.453  0.506
I: 1.012 -2.065 2.778  0.354
C: 2.802 -2.577 1.839  -0.118
C: 3.906 -2.887 2.573  -0.241
C: 5.048 -3.373 1.902  -0.203
C: 5.008 -3.587 0.556  -0.181
C: 3.848 -3.295 -0.204  0.034
C: 3.771 -3.606 -1.581  -0.214
C: 2.616 -3.381 -2.267  -0.199
C: 1.518 -2.744 -1.643  -0.279
C: 1.569 -2.357 -0.329  -0.070
C: 2.721 -2.716 0.437  -0.198
H: 3.911 -2.786 3.650  0.232
H: 5.937 -3.607 2.471  0.231
H: 5.866 -4.009 0.046  0.222
H: 4.628 -4.058 -2.066  0.222
H: 2.535 -3.664 -3.308  0.224
H: 0.642 -2.546 -2.244  0.227
Cl: -2.789 -2.688 0.341  0.039
C: -3.228 -1.777 1.784  -0.321
Cl: -2.597 -2.522 3.260  0.033
C: -2.672 -0.359 1.717  0.799
O: -3.533 0.491 2.193  -0.465
O: -1.560 -0.072 1.307  -0.652
H: -4.309 -1.746 1.856  0.261
S: -0.156 -0.073 -1.531  -0.037
C: 1.305 0.724 -1.767  -0.046
N: 1.569 1.425 -2.863  -0.555
C: 2.754 2.278 -2.823  -0.226
C: 3.699 1.588 -1.850  -0.536
S: 2.610 0.765 -0.640  0.392
H: 0.861 1.523 -3.576  0.429
H: 2.476 3.273 -2.467  0.210
H: 3.187 2.364 -3.817  0.234
H: 4.346 2.293 -1.335  0.254
H: 4.305 0.828 -2.340  0.235
C: -3.684 1.630 -0.888  -1.095
Ge: -3.979 2.815 0.634  1.576
C: -5.878 3.049 0.992  -1.085
C: -3.049 4.514 0.417  -1.084
C: -3.172 1.912 2.219  -0.498
H: -4.146 2.051 -1.781  0.245
H: -4.132 0.649 -0.718  0.228
H: -2.620 1.497 -1.083  0.238
H: -6.376 3.494 0.130  0.243
H: -6.033 3.702 1.850  0.239
H: -6.351 2.089 1.199  0.237
H: -3.461 5.061 -0.430  0.243
H: -1.986 4.351 0.237  0.232
H: -3.158 5.136 1.306  0.240
H: -3.588 2.280 3.154  0.223
H: -2.089 2.000 2.247  0.222

=====

[6]
Here is a molecular structure, C4H7NS from the OMol25 dataset. Energies are from wB97M-V/def2-TZVPD.

Its gap between HOMO and LUMO is 8.964 eV. The value obtained for the HOMO energy is -8.05 eV. The value obtained for the relative energy (zero: lowest compared OMol25 entry of this formula, charge and spin) is 296.0 kJ/mol. The calculation puts the electronic energy at -609.4458 Eh.

Each line ends with the natural charge from an NBO analysis.
Element x y z (Å)
C: 1.513 -0.014 0.141  -0.648
C: 0.059 0.062 -0.474  -0.233
C: -0.945 -1.045 0.167  -0.597
C: -0.555 1.330 0.045  0.070
H: 2.022 0.603 -0.592  0.214
H: 1.855 0.053 1.253  0.238
H: 1.735 -0.956 -0.277  0.211
H: 0.039 -0.058 -1.427  0.195
H: -0.862 -1.317 1.212  0.222
H: -0.791 -1.802 -0.546  0.229
H: 0.191 2.021 0.492  0.198
N: -1.806 1.274 0.030  -0.600
S: -2.458 -0.151 -0.025  0.501

=====

no.,largest force on an atom (eV Å⁻¹)
1,2.5
2,4.3
3,0.3
4,5.7
5,0.2
6,11.2